86
Properties=species:S:1:pos:R:3:forces:R:3:mulliken_charge:R:1 method="wB97M-V/def2-TZVPD" total_energy_ha=-3729.90220 homo_ev="-7.93 / -7.93" orbital_gap_ev="7.62 / 7.62" relative_energy_kcal_mol=0.0 s_squared=0.75 spin_multiplicity=2
H -2.193 2.240 4.414 0.2 0.2 0.1 0.351
H 2.694 4.294 0.848 0.0 0.1 -0.2 0.300
C -0.843 -2.919 -2.782 -0.2 0.0 0.0 -1.603
H 1.815 -3.272 -2.008 0.1 0.0 0.3 0.190
B 1.502 -0.043 4.534 0.3 0.1 1.4 0.241
C -0.627 5.040 -1.288 -0.2 0.1 -0.1 -1.813
H -1.450 5.500 -1.855 0.2 0.0 0.1 0.468
H -3.015 -4.105 0.470 0.0 0.0 0.2 0.367
C 0.190 3.398 1.437 0.0 0.6 0.0 -1.285
H 1.645 -0.907 -5.808 -0.2 0.4 0.1 0.291
H -0.628 -5.475 -0.404 0.1 0.1 -0.3 0.338
C -1.805 -1.186 1.339 -1.2 0.2 1.0 0.376
H 0.412 -0.121 5.097 0.1 0.0 -0.2 0.047
C -0.839 -3.489 -1.358 0.2 0.3 0.3 1.372
H -1.339 3.806 4.399 0.0 -0.3 -0.1 0.389
H -2.250 -2.380 4.364 0.2 -0.1 0.1 0.334
C -1.801 1.164 1.364 -1.2 -0.3 1.0 0.361
H 0.997 3.060 2.109 -0.3 -0.1 -0.2 0.418
H 0.120 -3.092 -3.282 -0.2 0.1 0.1 0.329
C 2.515 -4.429 -0.318 0.2 -0.1 -0.1 -1.609
H 4.031 2.387 -1.114 -0.1 -0.1 0.1 0.533
H -0.464 -2.293 4.280 -0.2 -0.1 -0.1 0.278
H -2.616 5.052 2.035 -0.1 -0.2 -0.1 0.349
C 1.241 -0.030 3.036 0.2 0.1 -2.5 0.031
C -1.350 -2.849 3.941 -0.3 0.1 -0.1 -1.091
H -1.620 -3.435 -3.367 0.2 0.1 0.1 0.486
C 1.096 0.035 -5.801 0.0 0.0 -0.2 -0.895
H -3.764 -3.767 2.051 0.0 -0.2 -0.2 0.367
H 0.306 5.308 -1.806 -0.3 -0.1 0.2 0.334
Si -1.498 -2.902 2.075 0.7 -0.1 -0.2 -0.405
H -1.817 -3.276 -0.899 0.3 -0.1 -0.2 -0.571
H -0.629 5.485 -0.284 0.1 -0.1 -0.3 0.335
H -1.290 -0.028 3.169 0.3 0.0 -0.3 0.785
C -2.840 -4.083 1.549 -0.2 0.0 0.2 -1.085
H 0.127 3.177 -3.219 -0.2 -0.1 0.1 0.330
N 1.044 -0.015 1.877 0.5 -0.1 1.9 -0.653
H -3.767 3.697 2.097 0.0 0.2 -0.1 0.374
H 4.024 -2.362 -1.166 -0.1 0.1 0.1 0.536
H -1.290 -3.882 4.318 0.0 0.3 -0.1 0.379
C -0.628 -5.006 -1.398 -0.2 -0.1 -0.1 -1.790
C -2.836 4.053 1.637 -0.2 0.0 0.2 -1.084
C -2.282 -0.707 0.053 -0.4 -0.3 0.5 0.100
H 0.010 0.032 -5.915 0.5 0.0 0.1 0.306
V -0.344 -0.003 0.431 4.2 0.1 -5.6 -0.062
H -1.451 -5.454 -1.975 0.2 0.0 0.1 0.464
Cl 0.528 0.023 -2.017 -0.3 0.0 0.7 -0.336
H 1.637 0.982 -5.794 -0.2 -0.4 0.1 0.293
C 3.056 -2.011 -0.785 0.1 0.1 -0.1 -1.383
H 1.824 3.316 -1.942 0.1 0.0 0.3 0.185
H 3.471 -4.693 -0.787 -0.1 0.0 0.1 0.474
H 3.182 -1.719 0.267 0.0 -0.1 -0.2 0.262
H 2.762 -1.126 -1.361 0.1 -0.2 0.2 0.184
H 0.277 4.492 1.380 0.0 -0.2 0.1 0.897
C 0.183 -3.423 1.369 0.0 -0.6 0.0 -1.265
H 1.833 5.278 -0.369 0.2 -0.2 0.2 0.318
C -1.330 2.780 3.999 -0.3 -0.2 -0.1 -1.138
H 0.989 -3.100 2.050 -0.3 0.1 -0.2 0.419
C -0.835 3.522 -1.286 0.3 -0.3 0.3 1.354
H 2.768 1.156 -1.339 0.1 0.2 0.2 0.190
C 3.061 2.029 -0.744 0.1 -0.1 -0.1 -1.379
H 1.828 -5.268 -0.479 0.2 0.2 0.2 0.316
C -1.569 -0.020 2.118 -2.1 0.0 0.9 -1.515
C -2.281 0.714 0.068 -0.3 0.3 0.6 0.101
C 2.022 3.146 -0.872 0.0 -0.2 -0.1 0.877
H -2.985 4.130 0.557 0.0 0.0 0.2 0.360
H -1.616 3.510 -3.296 0.2 -0.1 0.1 0.482
H -1.812 3.295 -0.833 0.3 0.1 -0.2 -0.560
H -2.595 -5.098 1.888 -0.1 0.2 -0.1 0.349
H 2.687 -4.310 0.760 0.0 -0.1 -0.2 0.297
H 2.200 -0.996 4.827 -0.2 0.0 -0.2 -0.166
P 0.385 -2.589 -0.241 -0.5 0.5 0.4 0.532
H 3.477 4.712 -0.690 -0.1 0.0 0.1 0.475
H -1.048 -1.843 -2.792 0.1 -0.3 0.0 0.232
C 2.016 -3.124 -0.935 0.0 0.2 -0.1 0.864
P 0.390 2.598 -0.190 -0.5 -0.5 0.3 0.556
H 0.305 -5.260 -1.923 -0.3 0.1 0.2 0.335
H 3.185 1.714 0.302 0.0 0.1 -0.2 0.257
Si -1.489 2.863 2.134 0.8 0.1 -0.2 -0.425
H 0.268 -4.516 1.289 0.0 0.2 0.1 0.887
H -2.635 1.370 -0.722 0.3 -0.3 0.0 0.637
H 2.074 0.983 4.875 -0.2 -0.1 -0.2 -0.146
H -1.032 1.908 -2.758 0.1 0.3 0.0 0.236
C -0.835 2.986 -2.723 -0.2 0.0 0.0 -1.593
H -2.636 -1.342 -0.755 0.4 0.3 0.1 0.634
C 2.521 4.437 -0.226 0.2 0.1 -0.1 -1.605
H -0.407 2.277 4.323 -0.2 0.1 -0.1 0.295

86
Properties=species:S:1:pos:R:3:forces:R:3:mulliken_charge:R:1 method="wB97M-V/def2-TZVPD" total_energy_ha=-1802.08329 homo_ev=-4.90 orbital_gap_ev=7.25 charge=-1
H -5.845 1.969 1.981 0.5 0.8 0.3 -0.009
H -2.456 -3.673 0.186 0.1 0.8 -0.5 0.421
C -6.539 -0.755 -1.633 -0.4 0.8 0.5 -1.107
H -4.274 3.333 -0.995 -0.1 -0.8 0.5 0.255
H 9.304 2.129 -0.030 -0.2 0.2 0.8 0.214
H 7.732 1.049 -1.289 -0.9 0.0 0.2 0.221
H 6.958 2.881 1.950 0.6 -0.2 -0.6 0.365
C -4.038 2.933 1.177 -1.0 -0.6 -0.4 -0.317
H -7.483 1.044 -0.800 0.0 -0.8 0.5 0.302
C -1.052 -1.963 0.530 0.5 -1.1 0.1 -0.320
C -4.104 -1.302 -0.498 -1.5 2.8 -2.9 1.621
C 7.389 2.490 0.999 0.4 -1.0 -0.9 -0.899
O -5.512 2.333 4.422 0.4 0.6 0.2 -0.560
H 3.740 -4.354 -0.901 -0.1 0.7 -0.1 0.305
H -6.852 -3.230 -0.082 0.0 -0.2 -0.5 0.259
H -5.401 4.313 3.795 0.6 -0.8 0.2 0.274
H -0.241 2.998 -3.171 -0.1 -0.8 0.2 0.375
H 0.189 1.576 -2.063 -0.5 0.5 -0.7 0.200
H -0.820 1.286 -3.533 0.3 0.6 0.4 0.278
H 3.014 -2.897 -1.697 0.4 -0.2 0.7 0.336
P -4.951 -2.505 0.677 1.7 -1.7 1.5 -0.404
H 6.938 -1.142 -1.533 -0.7 0.5 0.4 0.418
C 6.114 -0.391 -1.469 -0.6 1.2 -0.4 -0.974
H -1.002 -2.495 1.518 -0.1 0.7 -0.6 0.296
H -6.349 0.310 0.347 -0.7 -0.5 -0.5 -0.403
H 9.848 0.481 1.634 -0.5 0.6 0.6 0.267
H 0.356 -1.965 -1.155 0.1 0.4 0.8 0.232
H 10.437 1.927 2.511 -0.7 -0.6 -0.2 0.340
H -1.262 -3.392 -1.104 -0.6 0.3 0.6 0.479
H -1.449 -0.938 0.688 0.2 -0.7 -0.3 0.179
B -3.672 1.105 -0.786 -1.1 -0.8 -0.2 0.921
H 5.402 -2.847 0.307 -0.2 0.5 -0.6 0.149
H -3.361 2.174 1.647 -0.4 0.6 -0.4 0.169
H -6.052 3.718 1.615 0.5 -0.5 0.5 0.272
H 9.343 3.460 1.177 -0.2 -0.7 -0.2 0.356
C 3.578 -3.253 -0.799 0.2 0.1 0.9 -0.635
H -3.501 3.914 1.183 -0.5 -0.6 0.1 0.291
H 5.704 1.128 1.026 0.9 -0.5 0.0 0.241
H 6.158 1.872 -1.317 0.1 -0.9 0.4 0.302
C -2.948 -2.039 -1.300 -0.3 -1.1 1.7 -1.239
H -1.722 3.171 -1.216 0.0 -0.5 -0.7 0.266
H 7.086 3.154 0.147 0.1 -0.3 1.0 0.350
H 2.896 -1.953 0.810 -0.3 -0.9 0.0 0.107
H -2.422 -1.250 -1.879 -0.4 -0.5 0.3 0.118
O -2.223 1.185 -1.060 -0.1 0.9 -1.2 -0.468
H -5.303 1.477 4.029 0.0 0.1 0.0 0.326
C 0.419 -1.982 -0.036 -0.3 -0.7 -0.4 -0.683
H 1.034 -1.108 0.280 -0.6 -0.6 -0.1 0.416
H 1.121 -4.083 -0.491 -0.2 0.5 0.5 0.309
C -0.584 2.030 -2.738 -0.6 -0.5 0.9 -1.269
C 2.732 -3.025 0.525 0.3 0.0 -0.9 -0.456
O -5.959 -3.587 -0.225 -0.1 2.0 0.9 -0.504
C 9.515 1.446 2.091 0.9 0.7 -0.5 -1.063
H -6.950 -0.268 -2.555 0.5 -0.5 0.6 0.440
H -3.824 3.368 3.667 -0.9 0.0 -0.2 0.263
C 1.195 -3.319 0.319 0.8 0.5 0.4 -0.651
H 0.805 -3.801 1.248 0.1 0.5 -0.6 0.395
H 5.669 -2.895 -1.455 -0.7 0.5 0.5 0.464
H -4.719 -1.192 -2.711 -0.2 -0.2 1.0 0.184
H 7.312 0.229 1.141 -0.4 0.4 -0.4 0.257
O -4.551 0.638 -1.908 0.1 -0.7 -0.1 -0.467
H -7.972 -0.513 0.069 0.6 0.6 -0.2 0.275
C -4.978 -0.694 -1.733 -0.5 -0.3 -1.1 0.073
C -1.879 2.278 -1.887 0.4 0.7 -0.1 -0.341
C 4.963 -2.517 -0.669 -0.7 -0.3 -0.1 -0.886
H 4.641 -0.512 0.257 0.3 -0.2 -0.7 0.201
H 3.909 -0.725 -1.362 0.7 0.0 0.4 0.266
H 5.822 -0.193 -2.537 0.4 -0.3 0.8 0.288
C 6.761 1.063 0.656 -0.9 1.9 -0.6 -0.121
H -5.552 2.316 -0.298 1.0 0.0 -0.1 -0.041
H -2.695 2.560 -2.610 0.5 -0.3 0.6 0.236
O -5.907 -1.662 1.806 -0.2 -0.2 -1.8 -0.324
C 6.675 0.967 -0.909 1.1 -0.7 0.2 -0.679
C -4.935 3.328 3.542 -1.3 -0.5 -0.8 -0.387
O -3.750 -0.075 0.124 0.1 -1.5 1.6 -0.586
C 4.822 -0.935 -0.754 0.6 -1.4 -0.4 -0.008
H -3.465 -2.777 -1.969 0.5 0.7 0.3 0.460
C 8.958 2.429 0.989 -0.7 0.1 0.7 -0.370
C -1.964 -2.863 -0.399 0.9 0.4 -0.6 -0.923
H 3.190 -3.664 1.324 -0.4 0.5 -0.6 0.340
C -5.349 2.970 2.059 1.6 0.7 -0.2 -0.263
C -7.138 0.057 -0.404 0.5 0.3 -0.6 -0.381
C -4.441 2.470 -0.290 0.5 1.0 1.0 -0.604
H 8.817 1.294 2.944 0.3 0.0 -0.8 0.278
H -6.959 -1.788 -1.607 0.7 0.6 -0.2 0.359
H -6.142 -2.331 2.459 0.2 0.1 0.1 0.328